# C2H9N3O2

2 unconnected molecules or ions with the total composition C2H9N3O2 (ωB97M-V with the def2-TZVPD basis set, the Open Molecules 2025 dataset).

The SMILES is [H]/N=C\N(C)N.OO. The value obtained for the electronic energy is -10781.2540 eV. For the gap between HOMO and LUMO, the calculation gives 9.788 eV. The value obtained for the relative energy (zero: lowest compared OMol25 entry of this formula, charge and spin) is 4.789 eV. The calculation puts the HOMO energy at -9.0 eV. As for the net charge: 0.

```
16
Properties=species:S:1:pos:R:3:forces:R:3
O -2.1176 -0.1322 0.4348 0.4366 0.4844 -0.1862
O -3.1696 -0.7818 1.1386 -0.3121 -0.5751 0.2159
N 0.6078 1.1793 -1.1327 -0.0161 0.0576 0.0623
N 1.1096 0.1173 -0.3604 0.1718 0.5693 -0.1041
N -0.2336 -1.4238 -1.5390 -0.6524 -0.4744 -0.4573
C 1.6641 0.4437 0.9347 -0.1374 0.1157 0.0309
C 0.5541 -1.1036 -0.6056 0.2104 0.0489 0.0064
H -1.8165 -0.8188 -0.1898 -0.2242 -0.0857 0.1058
H 1.3474 1.8537 -1.3068 -0.1141 -0.1851 0.0356
H -0.4533 -0.6449 -2.1578 0.1632 0.1521 0.1365
H 2.0784 -0.4533 1.3855 0.0496 -0.0657 0.0491
H 0.9000 0.8580 1.6038 0.0413 -0.0083 -0.0036
H -3.6346 -0.0413 1.5457 0.1437 0.1476 -0.1813
H 0.8663 -1.8760 0.0891 0.1003 0.0116 0.2191
H 2.4638 1.1787 0.8145 -0.0291 -0.0925 0.0330
H -0.1662 1.6450 -0.6545 0.1684 -0.1004 0.0378
```
Forces are in eV/Å.



# C3H6N4S

A single C3H6N4S molecule (ωB97M-V with the def2-TZVPD basis set, the Open Molecules 2025 dataset).

The SMILES is C=N/N=C/NC(N)=S. The value obtained for the electronic energy is -20002.9150 eV. For the gap between HOMO and LUMO, the calculation gives 8.714 eV. The value obtained for the relative energy (zero: lowest compared OMol25 entry of this formula, charge and spin) is 1.421 eV. The calculation puts the HOMO energy at -8.4 eV. As for the net charge: 0.

```
14
Properties=species:S:1:pos:R:3:forces:R:3
S -2.2691 -2.9266 0.6786 -0.2744 -0.2480 0.1479
N -0.7303 -1.5801 -0.9674 0.8613 -0.0124 -2.3111
N 0.3317 0.8493 -0.0527 0.1378 0.2396 -0.8138
N 1.0660 2.0458 0.0811 1.5521 -0.6683 -0.6765
N -1.0788 -0.6308 1.0545 -0.4330 0.4120 1.8987
C -1.3100 -1.6654 0.2013 -0.3796 -0.4370 0.0567
C 2.0644 2.0793 -0.7381 -1.6749 -0.0021 0.6996
C -0.2080 0.4398 1.0145 -0.2822 0.3158 0.3934
H -0.0177 0.9467 1.9708 -0.3503 -0.1598 -0.2316
H 2.6963 2.9447 -0.7700 0.1195 0.3907 0.2445
H -0.9012 -2.3134 -1.6653 0.1318 0.6273 0.7734
H -0.2250 -0.7263 -1.2270 -0.2192 -0.4490 0.1512
H 2.2350 1.3056 -1.4750 0.0380 -0.3190 0.0282
H -1.6534 -0.7686 1.8948 0.7730 0.3102 -0.3606
```
Forces are in eV/Å.



# C2H4ClNO3

2 unconnected molecules or ions with the total composition C2H4ClNO3 (ωB97M-V with the def2-TZVPD basis set, the Open Molecules 2025 dataset).

The value obtained for the electronic energy is -22288.8727 eV. For the gap between HOMO and LUMO, the calculation gives 10.747 eV. The value obtained for the relative energy (zero: lowest compared OMol25 entry of this formula, charge and spin) is 5.694 eV. The calculation puts the HOMO energy at -11.2 eV. As for the net charge: 0.

```
11
Properties=species:S:1:pos:R:3:forces:R:3
Cl -2.4811 1.4142 -0.1238 0.4044 -0.0798 -0.1500
O -2.9769 -1.3614 0.2766 -3.0768 -0.3010 0.8645
O -1.0399 -1.9744 -0.2255 1.5236 -1.9335 -0.4655
O 1.1212 -0.5214 0.1995 -1.7207 -1.5603 -1.5004
N -1.8366 -1.1519 0.1158 0.4190 0.2923 -1.3031
C 0.0830 0.2865 -0.3452 0.2175 -0.3192 -2.7012
C -1.3103 0.1904 0.2454 2.0013 0.6390 5.8282
H 0.4210 1.2792 -0.4400 0.3046 1.5448 1.1644
H -1.0787 0.1129 1.6986 -0.7281 0.5295 -4.2721
H -0.0283 0.1768 -1.4805 -0.0629 -0.8335 1.1500
H 0.8998 -1.4340 -0.2142 0.7180 2.0218 1.3852
```
Forces are in eV/Å.



What is the formula in the second record?
C3H6N4S